{"formula": "C37H85FN3O16S2", "method": "wB97M-V/def2-TZVPD", "species": ["O", "C", "F", "N", "C", "O", "S", "O", "O", "N", "S", "O", "O", "C", "C", "C", "N", "C", "C", "H", "H", "H", "H", "H", "C", "C", "C", "O", "H", "H", "H", "H", "H", "H", "H", "H", "C", "C", "C", "O", "H", "H", "H", "H", "H", "H", "H", "H", "C", "C", "C", "O", "H", "H", "H", "H", "H", "H", "H", "H", "C", "C", "C", "O", "H", "H", "H", "H", "H", "H", "H", "H", "C", "C", "C", "O", "H", "H", "H", "H", "H", "H", "H", "H", "C", "C", "C", "O", "H", "H", "H", "H", "H", "H", "H", "H", "C", "C", "C", "O", "H", "H", "H", "H", "H", "H", "H", "H", "C", "C", "C", "O", "H", "H", "H", "H", "H", "H", "H", "H", "C", "C", "C", "O", "H", "H", "H", "H", "H", "H", "H", "H", "C", "C", "C", "O", "H", "H", "H", "H", "H", "H", "H", "H"], "xyz": [[7.776, 1.657, 3.266], [6.970, 1.602, 4.123], [7.114, 0.614, 5.065], [5.828, 2.429, 4.268], [5.672, 3.368, 3.165], [6.220, 4.420, 3.251], [4.670, 3.073, 1.635], [5.433, 3.694, 0.551], [3.393, 3.833, 1.700], [4.495, 1.489, 1.197], [3.687, 0.547, 2.306], [4.525, -0.019, 3.369], [3.131, -0.584, 1.543], [2.269, 1.350, 3.096], [0.985, 1.557, 2.485], [-0.063, 2.164, 3.233], [-0.088, 2.613, 4.518], [1.156, 2.422, 5.033], [2.319, 1.840, 4.454], [5.997, 3.024, 5.091], [0.814, 1.223, 1.445], [-1.038, 2.270, 2.696], [1.260, 2.754, 6.097], [3.252, 1.740, 5.043], [1.590, 1.002, -3.275], [0.737, 1.479, -2.109], [1.572, 2.214, -1.077], [0.103, 0.362, -1.489], [2.362, 0.307, -2.932], [0.979, 0.464, -4.003], [2.075, 1.843, -3.778], [-0.055, 2.135, -2.479], [2.342, 1.557, -0.660], [0.946, 2.538, -0.244], [2.060, 3.090, -1.509], [0.793, -0.226, -1.155], [-4.440, 0.833, 0.951], [-3.091, 0.609, 0.285], [-3.209, -0.342, -0.896], [-2.174, 0.078, 1.240], [-4.844, -0.107, 1.339], [-4.340, 1.509, 1.802], [-5.162, 1.259, 0.250], [-2.685, 1.565, -0.054], [-3.572, -1.323, -0.573], [-2.233, -0.501, -1.358], [-3.894, 0.051, -1.651], [-2.523, -0.768, 1.548], [-5.041, -3.534, -4.854], [-4.375, -3.361, -3.497], [-4.432, -4.645, -2.684], [-5.026, -2.315, -2.779], [-6.098, -3.792, -4.738], [-5.001, -2.602, -5.421], [-4.552, -4.318, -5.436], [-3.335, -3.059, -3.634], [-5.469, -4.940, -2.495], [-3.960, -4.501, -1.711], [-3.925, -5.463, -3.200], [-5.948, -2.569, -2.652], [-6.068, -4.239, 1.999], [-4.883, -3.285, 1.982], [-3.622, -3.976, 1.486], [-4.661, -2.778, 3.297], [-5.879, -5.082, 2.673], [-6.963, -3.734, 2.366], [-6.273, -4.631, 1.000], [-5.109, -2.431, 1.339], [-3.349, -4.809, 2.142], [-2.777, -3.283, 1.489], [-3.754, -4.360, 0.474], [-4.460, -3.525, 3.873], [2.253, -1.634, -6.086], [1.948, -0.707, -7.253], [3.167, -0.521, -8.145], [1.526, 0.560, -6.755], [3.047, -1.221, -5.458], [1.373, -1.750, -5.449], [2.564, -2.622, -6.435], [1.123, -1.115, -7.841], [3.994, -0.070, -7.588], [2.937, 0.155, -8.972], [3.505, -1.474, -8.558], [2.248, 0.930, -6.234], [2.717, -3.644, -10.536], [1.721, -3.922, -9.421], [1.686, -5.400, -9.064], [0.421, -3.500, -9.830], [2.442, -4.185, -11.447], [2.723, -2.581, -10.788], [3.728, -3.939, -10.247], [1.987, -3.338, -8.538], [1.377, -6.000, -9.925], [0.960, -5.585, -8.271], [2.666, -5.749, -8.730], [0.176, -4.010, -10.611], [-11.396, -2.864, 2.072], [-10.046, -3.087, 1.409], [-10.161, -4.037, 0.227], [-9.129, -3.622, 2.362], [-11.801, -3.805, 2.456], [-11.297, -2.189, 2.924], [-12.115, -2.436, 1.370], [-9.639, -2.131, 1.074], [-10.525, -5.017, 0.549], [-9.184, -4.196, -0.233], [-10.844, -3.645, -0.531], [-9.478, -4.469, 2.667], [-4.634, 2.203, 6.683], [-3.298, 2.002, 5.981], [-3.436, 1.078, 4.782], [-2.358, 1.451, 6.902], [-5.024, 1.251, 7.057], [-4.517, 2.860, 7.548], [-5.373, 2.642, 6.009], [-2.905, 2.967, 5.657], [-3.787, 0.088, 5.091], [-2.470, 0.935, 4.296], [-4.139, 1.483, 4.051], [-2.697, 0.596, 7.194], [10.917, 0.988, 5.352], [11.559, 0.149, 4.258], [12.344, 1.017, 3.285], [10.550, -0.563, 3.551], [10.212, 1.707, 4.926], [10.349, 0.355, 6.036], [11.670, 1.535, 5.925], [12.224, -0.593, 4.706], [11.686, 1.738, 2.791], [12.790, 0.404, 2.499], [13.139, 1.565, 3.796], [9.954, 0.084, 3.150], [3.284, 7.754, 0.973], [2.478, 8.198, 2.179], [3.351, 8.913, 3.200], [1.872, 7.059, 2.790], [4.066, 7.050, 1.273], [2.647, 7.232, 0.257], [3.751, 8.605, 0.472], [1.672, 8.862, 1.857], [4.139, 8.249, 3.569], [2.759, 9.216, 4.066], [3.818, 9.801, 2.768], [2.577, 6.464, 3.078]], "lumo_energy_ev": 1.64, "largest_force_ev_per_a": 5.56, "homo_ev": -6.58, "e_tot_ev": -101364.9058, "gap_ev": 8.22, "charge": -1}

=====

{"formula": "C37H86Br2IN11O25P", "method": "wB97M-V/def2-TZVPD", "species": ["C", "C", "C", "C", "C", "C", "C", "C", "C", "C", "C", "C", "C", "C", "C", "C", "C", "C", "C", "O", "P", "I", "O", "C", "C", "O", "C", "C", "C", "Br", "C", "C", "Br", "H", "H", "H", "H", "H", "H", "H", "H", "H", "H", "H", "H", "H", "H", "H", "H", "H", "H", "H", "H", "H", "H", "H", "H", "H", "H", "H", "H", "H", "H", "H", "H", "H", "H", "H", "H", "H", "H", "H", "H", "H", "H", "H", "H", "H", "H", "H", "H", "H", "H", "H", "H", "H", "C", "N", "O", "O", "H", "H", "H", "C", "N", "O", "O", "H", "H", "H", "C", "N", "O", "O", "H", "H", "H", "C", "N", "O", "O", "H", "H", "H", "C", "N", "O", "O", "H", "H", "H", "C", "N", "O", "O", "H", "H", "H", "C", "N", "O", "O", "H", "H", "H", "C", "N", "O", "O", "H", "H", "H", "C", "N", "O", "O", "H", "H", "H", "C", "N", "O", "O", "H", "H", "H", "C", "N", "O", "O", "H", "H", "H"], "xyz": [[7.660, -4.971, 1.465], [7.435, -4.250, 0.120], [6.495, -3.031, 0.277], [5.688, -2.717, -1.003], [6.417, -1.754, -1.967], [5.565, -0.509, -2.293], [5.441, 0.395, -1.063], [4.469, 1.573, -1.273], [3.019, 1.078, -1.541], [1.975, 1.595, -0.511], [0.578, 1.776, -1.148], [-0.499, 0.784, -0.627], [-1.779, 1.458, -0.094], [-2.514, 0.494, 0.862], [-4.037, 0.691, 0.860], [-4.824, -0.573, 1.241], [-4.591, -1.751, 0.254], [-5.863, -2.075, -0.555], [-6.026, -1.079, -1.700], [-5.049, -1.200, -2.705], [-5.507, -0.055, -3.932], [-5.179, -1.721, -5.912], [-7.120, -0.581, -3.698], [-7.431, -0.970, -2.348], [-8.199, 0.256, -1.818], [-7.911, 0.514, -0.451], [-8.796, 1.443, 0.130], [-8.846, 1.249, 1.651], [-8.224, -2.352, -2.461], [-8.537, -2.850, -4.341], [-9.603, -2.388, -1.786], [-10.250, -3.782, -1.826], [-9.532, -1.942, 0.136], [8.539, -4.555, 1.959], [7.800, -6.044, 1.321], [6.817, -4.830, 2.141], [7.017, -4.938, -0.616], [8.387, -3.887, -0.272], [7.097, -2.152, 0.519], [5.798, -3.219, 1.095], [4.714, -2.312, -0.726], [5.537, -3.652, -1.545], [7.362, -1.407, -1.536], [6.630, -2.256, -2.915], [4.584, -0.865, -2.610], [5.985, 0.050, -3.134], [6.437, 0.807, -0.868], [5.095, -0.194, -0.212], [4.805, 2.107, -2.166], [4.490, 2.233, -0.406], [2.975, -0.012, -1.540], [2.741, 1.403, -2.543], [2.348, 2.525, -0.078], [1.932, 0.850, 0.286], [0.643, 1.650, -2.229], [0.234, 2.799, -0.979], [-0.068, 0.231, 0.213], [-0.766, 0.077, -1.412], [-1.531, 2.396, 0.407], [-2.434, 1.693, -0.937], [-2.167, 0.663, 1.885], [-2.224, -0.520, 0.585], [-4.313, 1.497, 1.548], [-4.355, 1.001, -0.139], [-5.893, -0.350, 1.265], [-4.538, -0.888, 2.251], [-3.807, -1.508, -0.462], [-4.338, -2.641, 0.834], [-5.839, -3.112, -0.904], [-6.731, -1.949, 0.095], [-5.795, -0.122, -1.215], [-5.580, 1.050, -2.991], [-4.121, 0.229, -4.135], [-5.944, 0.867, -4.939], [-7.829, 1.103, -2.401], [-9.277, 0.173, -1.991], [-9.808, 1.342, -0.278], [-8.441, 2.456, -0.112], [-8.175, 1.932, 2.168], [-9.850, 1.492, 2.003], [-8.606, 0.211, 1.871], [-7.614, -3.151, -2.046], [-10.272, -1.700, -2.295], [-10.215, -4.215, -2.821], [-9.752, -4.441, -1.113], [-11.297, -3.717, -1.528], [-13.199, -0.368, -1.766], [-13.284, -1.672, -2.472], [-14.253, -2.382, -2.293], [-12.349, -1.913, -3.204], [-14.100, -0.218, -1.181], [-12.316, -0.398, -1.132], [-13.093, 0.391, -2.532], [-9.529, 1.137, -4.979], [-10.641, 1.782, -4.217], [-10.979, 1.259, -3.173], [-11.135, 2.787, -4.683], [-9.192, 0.259, -4.438], [-9.921, 0.871, -5.956], [-8.732, 1.869, -5.069], [-1.800, -1.311, 5.053], [-1.326, -0.054, 4.416], [-0.351, -0.121, 3.694], [-1.951, 0.955, 4.658], [-1.150, -2.120, 4.740], [-1.761, -1.165, 6.128], [-2.821, -1.476, 4.721], [10.974, -6.252, 4.441], [10.135, -5.089, 4.052], [9.151, -4.847, 4.720], [10.493, -4.450, 3.083], [10.535, -6.715, 5.315], [10.992, -6.937, 3.598], [11.967, -5.880, 4.654], [5.663, 3.397, 3.242], [5.932, 2.218, 2.378], [5.217, 1.247, 2.500], [6.857, 2.310, 1.598], [4.821, 3.166, 3.882], [6.558, 3.582, 3.829], [5.449, 4.237, 2.587], [4.988, -1.208, -6.630], [4.141, -1.072, -5.414], [3.644, -2.078, -4.956], [4.014, 0.044, -4.960], [5.011, -2.253, -6.916], [4.540, -0.597, -7.407], [5.979, -0.845, -6.377], [8.561, 3.020, -1.147], [7.762, 4.176, -1.635], [6.780, 4.500, -1.007], [8.157, 4.729, -2.645], [8.096, 2.630, -0.250], [8.572, 2.275, -1.938], [9.564, 3.384, -0.946], [8.187, 7.176, -4.335], [8.538, 8.477, -4.967], [9.506, 8.510, -5.700], [7.831, 9.426, -4.702], [8.902, 6.430, -4.658], [8.225, 7.312, -3.260], [7.181, 6.919, -4.651], [-7.064, 4.947, 4.034], [-7.909, 3.891, 4.655], [-7.600, 3.495, 5.760], [-8.850, 3.496, 4.002], [-6.266, 5.198, 4.723], [-6.670, 4.542, 3.106], [-7.703, 5.802, 3.840], [2.520, 1.208, 5.010], [3.235, 1.566, 6.265], [2.727, 1.256, 7.320], [4.293, 2.153, 6.147], [1.601, 0.698, 5.270], [2.314, 2.129, 4.474], [3.177, 0.566, 4.430], [13.061, -3.363, 7.701], [13.352, -4.475, 6.757], [12.666, -5.477, 6.829], [14.255, -4.307, 5.967], [12.234, -3.659, 8.335], [13.962, -3.188, 8.281], [12.810, -2.491, 7.106]], "lumo_energy_ev": 0.56, "largest_force_ev_per_a": 2.06, "homo_ev": -4.62, "e_tot_ev": -264787.5051, "gap_ev": 5.18, "charge": -1}